The following is a quantum chemistry calculation of a molecular structure, C8H15INO, from the Open Molecules 2025 dataset.

The geometry in ORCA input format:
```
! RIJCOSX wB97M-V def2-TZVPD def2/J DEFGRID3
* xyz 1 1
C -0.09596 -0.10059 1.23883
C -0.53478 -0.72369 -2.29437
C 0.36562 0.39109 -1.80922
C -1.89030 -0.45599 -1.62177
C -0.38294 1.15148 -0.75013
C -1.82079 0.97977 -1.05818
C 1.21231 -1.09305 2.88231
C 2.16492 0.38935 1.24804
N 1.05577 -0.32755 1.72134
O -1.18907 -0.65088 1.72937
I -2.23478 2.57922 -2.41538
H -0.67691 -0.50976 -3.29890
H -0.12983 -1.64530 -2.21332
H 1.23427 -0.08048 -1.31386
H 0.89969 1.21007 -2.46614
H -2.74511 -0.72581 -2.28058
H -2.01824 -1.21786 -0.76722
H -0.04834 2.12004 -0.37974
H -2.45045 1.13816 -0.21393
H 2.17883 -0.55158 3.26132
H 1.40303 -2.10657 2.62656
H 0.33038 -1.13047 3.61249
H 2.45021 1.13542 2.01937
H 1.93488 0.80335 0.22050
H 2.89795 -0.34442 1.13781
H -1.91037 -0.23397 1.18480
*
```

Computed properties:
Total energy, Eh: -741.1426
Energy above the lowest of the compared OMol25 structures with the same formula, charge and spin, eV: 2.522
Frontier orbital gap, eV: 8.8